Record 1
Computed, not measured: a molecular structure, C28H46BIrN5O2, with ωB97M-V/def2-TZVPD.

The geometry in XYZ format:
```
83
C28H46BIrN5O2, DFT ωB97M-V/def2-TZVPD
Ir 0.44 -0.60 1.12
C -0.42 1.94 3.54
C 1.04 1.57 3.27
N 1.37 1.42 1.84
C 2.83 1.36 1.57
C 3.42 0.03 1.98
N 2.74 -1.06 1.26
C 3.08 -2.43 1.70
C 2.88 -2.74 3.18
C 1.66 -2.14 3.88
N 0.42 -1.99 3.08
C -0.65 -1.49 3.97
C -1.84 -0.99 3.19
N -1.44 0.01 2.18
C -1.49 1.44 2.58
H -0.52 3.03 3.55
H -0.65 1.63 4.56
H 1.28 0.62 3.75
H 1.69 2.32 3.73
H 1.00 2.21 1.32
H 3.35 2.17 2.08
H 2.96 1.51 0.49
H 3.31 -0.12 3.05
H 4.49 0.04 1.77
H 2.99 -0.98 0.28
H 4.12 -2.66 1.44
H 2.47 -3.10 1.10
H 3.75 -2.42 3.75
H 2.86 -3.83 3.27
H 1.90 -1.15 4.25
H 1.44 -2.74 4.77
H 0.14 -2.91 2.73
H -0.23 -0.69 4.57
H -0.96 -2.27 4.67
H -2.59 -0.58 3.87
H -2.31 -1.82 2.65
H -2.10 -0.08 1.41
H -2.47 1.66 3.01
H -1.43 2.01 1.65
O -2.71 0.06 -2.19
B -2.91 -0.24 -0.87
O -4.15 0.03 -0.39
C -4.82 0.55 -1.51
C -6.12 0.98 -1.60
C -6.52 1.45 -2.86
C -5.65 1.47 -3.94
C -4.34 1.02 -3.83
C -3.96 0.57 -2.59
H -6.80 0.96 -0.76
H -7.54 1.80 -2.99
H -6.01 1.83 -4.90
H -3.66 1.03 -4.67
C -0.30 3.95 -1.25
C 0.36 2.73 -1.84
C 1.05 2.80 -3.06
C 1.63 1.67 -3.64
C 2.34 1.78 -4.97
C 1.53 0.45 -3.00
C 0.88 0.34 -1.75
C 0.31 1.51 -1.20
N 0.78 -0.81 -1.03
C 0.75 -2.16 -1.68
C 0.02 -3.10 -0.71
C -0.07 -2.14 -2.98
C 2.17 -2.68 -1.94
H -0.62 4.64 -2.03
H 0.39 4.49 -0.61
H -1.18 3.68 -0.66
H 1.12 3.75 -3.57
H 2.61 2.81 -5.19
H 1.70 1.42 -5.77
H 3.25 1.18 -4.98
H 2.01 -0.40 -3.45
H -0.29 1.41 -0.29
H -1.02 -2.79 -0.59
H 0.51 -3.12 0.27
H 0.04 -4.12 -1.11
H -0.96 -1.52 -2.87
H -0.39 -3.16 -3.20
H 0.49 -1.78 -3.84
H 2.70 -2.89 -1.01
H 2.77 -2.00 -2.53
H 2.10 -3.62 -2.48
```

Computed properties:
- Largest force on an atom: 0.24 eV/A
- ΔE to the lowest compared entry with this formula, charge and spin: 6.8 kJ/mol
- Electronic energy: -44828.0226 eV
- 2S+1: 6
- Gap between HOMO and LUMO (spin up / spin down): 0.326 / 0.221 Ha
- Total charge: +2
- LUMO (spin up / spin down): -4.289 / -7.342 eV

---

Record 2
Computed, not measured: a molecular structure, C28H46BN7SeSr, with ωB97M-V/def2-TZVPD.

The geometry in XYZ format:
```
84
C28H46BN7SeSr, DFT ωB97M-V/def2-TZVPD
Sr 1.11 -1.27 -2.49
C -1.89 0.45 -4.79
C -2.85 1.27 -3.95
C -2.86 2.73 -4.42
C -2.53 1.20 -2.48
C -3.28 1.70 -1.40
C -2.56 1.38 -0.27
C -2.94 1.65 1.15
C -4.36 1.17 1.43
C -2.81 3.14 1.49
N -1.42 0.76 -0.66
N -1.42 0.63 -2.04
B -0.16 0.07 -0.09
N -0.30 -1.36 0.52
N 0.02 -2.33 -0.39
C -0.15 -3.50 0.21
C -0.57 -3.30 1.53
C -0.64 -1.92 1.68
C -0.95 -1.13 2.92
C -2.39 -1.35 3.38
C 0.04 -1.50 4.03
C 0.12 -4.80 -0.51
C 1.11 -5.65 0.28
C 0.62 -4.58 -1.93
N 1.13 0.82 0.36
N 2.19 0.39 -0.42
C 3.28 0.99 0.07
C 2.94 1.80 1.15
C 1.57 1.67 1.30
C 0.66 2.37 2.27
C 0.73 3.88 2.03
C 1.02 2.03 3.71
C 4.62 0.77 -0.58
C 4.68 1.45 -1.95
C 5.75 1.26 0.32
H -2.17 0.49 -5.84
H -1.88 -0.60 -4.49
H -0.87 0.84 -4.71
H -3.85 0.87 -4.08
H -1.87 3.17 -4.30
H -3.57 3.33 -3.83
H -3.15 2.80 -5.47
H -4.23 2.20 -1.44
H -2.26 1.08 1.80
H -5.08 1.76 0.85
H -4.61 1.27 2.48
H -4.50 0.12 1.14
H -3.54 3.71 0.91
H -1.82 3.52 1.25
H -3.01 3.31 2.55
H 0.25 -0.18 -1.13
H -0.78 -4.04 2.28
H -0.80 -0.07 2.68
H -2.53 -2.39 3.67
H -3.10 -1.12 2.58
H -2.62 -0.72 4.24
H -0.08 -2.54 4.31
H -0.15 -0.89 4.92
H 1.07 -1.35 3.72
H -0.82 -5.35 -0.56
H 2.07 -5.14 0.37
H 1.28 -6.61 -0.21
H 0.75 -5.85 1.29
H 1.60 -4.09 -1.93
H -0.08 -3.99 -2.53
H 0.76 -5.52 -2.45
H 3.59 2.42 1.74
H -0.36 2.04 2.07
H 1.74 4.25 2.24
H 0.04 4.40 2.70
H 0.48 4.14 1.00
H 2.03 2.38 3.95
H 0.99 0.96 3.89
H 0.33 2.52 4.40
H 4.74 -0.31 -0.72
H 4.56 2.53 -1.84
H 3.89 1.09 -2.61
H 5.64 1.25 -2.43
H 5.69 2.34 0.46
H 6.72 1.04 -0.14
H 5.73 0.78 1.30
Se 2.33 -4.89 -5.97
C 2.06 -3.39 -5.09
N 1.86 -2.40 -4.49
```

Computed properties:
- Largest force on an atom: 0.55 eV/A
- ΔE to the lowest compared entry with this formula, charge and spin: 0.0 kJ/mol
- Electronic energy: -107076.4808 eV
- Gap between HOMO and LUMO: 0.278 Ha
- LUMO: 0.149 eV

---

Record 3
Computed, not measured: a molecular structure, C28H46BrFeN6OSSi, with ωB97M-V/def2-TZVPD.

The geometry in XYZ format:
```
85
C28H46BrFeN6OSSi, DFT ωB97M-V/def2-TZVPD
Fe -1.55 -0.77 -1.18
C -3.30 2.45 0.92
C -2.74 1.50 -0.07
N -2.59 0.23 0.13
N -2.94 -0.30 1.34
C -2.65 -1.59 1.44
N -2.92 -2.22 2.58
S -1.93 -2.51 0.14
C -2.26 1.95 -1.39
C -2.39 3.25 -1.85
C -1.93 3.55 -3.13
C -1.35 2.55 -3.89
C -1.24 1.28 -3.36
N -1.67 0.99 -2.14
H -3.55 1.93 1.84
H -4.20 2.93 0.53
H -2.57 3.23 1.14
H -3.37 -1.72 3.33
H -2.70 -3.19 2.70
H -2.85 4.00 -1.23
H -2.03 4.55 -3.52
H -0.98 2.75 -4.89
H -0.77 0.47 -3.91
C 1.36 -1.82 -4.18
C 0.11 -2.09 -3.38
O -0.16 -1.36 -2.40
N -0.67 -3.09 -3.76
C -1.83 -3.50 -2.97
C -3.01 -2.57 -3.07
C -4.08 -2.94 -3.87
C -5.20 -2.13 -3.94
C -5.23 -0.97 -3.19
C -4.12 -0.66 -2.43
N -3.02 -1.41 -2.37
H 1.94 -1.05 -3.69
H 1.09 -1.49 -5.18
H 1.95 -2.73 -4.27
H -0.40 -3.64 -4.56
H -1.52 -3.63 -1.94
H -2.13 -4.49 -3.32
H -4.03 -3.87 -4.42
H -6.05 -2.42 -4.55
H -6.09 -0.32 -3.19
H -4.13 0.24 -1.83
C 2.65 3.20 1.16
C 2.01 2.32 2.24
C 0.58 2.85 2.43
C 2.78 2.55 3.56
Si 2.12 0.47 1.81
Br 0.40 0.35 0.11
C 3.67 -0.08 0.85
C 3.68 -1.60 0.62
C 3.81 0.56 -0.54
C 4.91 0.28 1.68
C 1.48 -0.74 3.13
C 0.28 -0.16 3.90
C 2.61 -1.02 4.14
C 1.02 -2.09 2.56
H 2.54 4.25 1.45
H 2.17 3.08 0.19
H 3.72 3.01 1.03
H 0.64 3.90 2.74
H 0.01 2.32 3.18
H 0.02 2.82 1.49
H 2.82 3.62 3.76
H 3.81 2.19 3.52
H 2.29 2.08 4.41
H 2.79 -1.94 0.08
H 3.75 -2.17 1.55
H 4.56 -1.86 0.02
H 3.00 0.25 -1.20
H 4.75 0.22 -0.98
H 3.83 1.65 -0.51
H 4.89 -0.14 2.69
H 5.06 1.36 1.77
H 5.80 -0.12 1.19
H 0.54 0.73 4.47
H -0.07 -0.91 4.62
H -0.55 0.08 3.24
H 3.00 -0.12 4.61
H 3.45 -1.55 3.69
H 2.22 -1.66 4.94
H 0.22 -1.98 1.83
H 0.62 -2.69 3.39
H 1.82 -2.67 2.11
```

Computed properties:
- Largest force on an atom: 0.71 eV/A
- ΔE to the lowest compared entry with this formula, charge and spin: 0.0 kJ/mol
- Electronic energy: -163904.1551 eV
- 2S+1: 2
- Gap between HOMO and LUMO (spin up / spin down): 0.270 / 0.266 Ha
- Total charge: +2
- LUMO (spin up / spin down): -6.436 / -6.587 eV

---

Record 4
Computed, not measured: a molecular structure, C28H46Cl4F20HfNO18P3S2, with ωB97M-V/def2-TZVPD.

The geometry in XYZ format:
```
123
C28H46Cl4F20HfNO18P3S2, DFT ωB97M-V/def2-TZVPD
Hf -1.48 -0.87 -2.73
P -4.42 0.78 -3.06
F -5.39 1.67 -2.17
F -5.07 -0.58 -2.50
F -5.31 0.84 -4.36
F -3.21 -0.04 -3.86
F -3.61 2.10 -3.35
F -3.23 0.42 -1.90
P 0.16 -4.53 -2.19
F -0.39 -4.42 -0.68
F -0.69 -3.07 -2.46
F 1.42 -3.58 -1.72
F 0.76 -4.46 -3.67
F 1.02 -5.86 -1.86
F -1.06 -5.39 -2.70
P -0.37 2.09 -4.96
F -1.15 3.32 -4.30
F -1.66 1.64 -5.86
F 0.17 3.12 -6.09
F 0.46 0.92 -5.71
F 0.87 2.37 -3.97
F -0.93 0.98 -3.85
N -0.70 0.18 -0.94
S -0.49 1.70 -0.35
O 0.77 2.38 -0.45
O -1.37 2.06 0.72
F -1.29 2.31 -1.61
S 0.15 -0.43 0.49
O -0.51 -0.44 1.76
O 1.57 -0.53 0.42
F -0.15 -1.92 -0.05
Cl 5.85 -1.90 2.56
C 5.98 -2.07 0.81
C 4.99 -1.23 0.02
Cl 5.30 -1.41 -1.72
H 5.88 -3.11 0.52
H 6.99 -1.74 0.58
H 4.95 -0.17 0.25
H 3.99 -1.56 0.31
Cl 2.78 -3.61 2.55
C 1.62 -4.60 1.68
C 0.33 -4.83 2.43
Cl -0.61 -3.31 2.66
H 1.99 -5.62 1.53
H 1.34 -4.25 0.69
H 0.51 -5.38 3.36
H -0.32 -5.42 1.79
C -6.31 2.03 1.70
O -5.03 1.51 2.02
C -4.42 2.17 3.12
C -2.89 2.28 2.97
O -2.29 3.33 3.70
C -2.44 3.20 5.08
H -6.32 3.05 1.33
H -7.07 1.90 2.47
H -6.65 1.39 0.88
H -4.55 1.48 3.97
H -4.91 3.09 3.46
H -2.61 2.44 1.92
H -2.45 1.29 3.13
H -1.67 3.77 5.61
H -2.19 2.22 5.54
H -3.43 3.36 5.51
C 1.87 -0.42 -2.78
O 0.68 -0.92 -3.45
C 1.12 -1.59 -4.64
C -0.10 -2.19 -5.32
O -1.29 -1.50 -4.90
C -2.24 -1.48 -6.01
H 1.57 0.42 -2.16
H 2.57 0.00 -3.50
H 2.38 -1.21 -2.24
H 1.80 -2.42 -4.41
H 1.59 -0.88 -5.31
H -0.18 -3.26 -5.18
H 0.06 -2.13 -6.40
H -2.53 -2.51 -6.19
H -1.74 -1.18 -6.94
H -3.10 -0.82 -5.91
C 2.53 1.72 2.80
O 1.16 2.02 2.59
C 0.43 2.68 3.59
C 0.01 1.83 4.77
O 1.02 1.01 5.32
C 0.53 -0.01 6.13
H 2.88 1.30 1.86
H 2.64 0.95 3.57
H 3.17 2.56 3.08
H -0.47 3.17 3.21
H 0.83 3.64 3.96
H -0.78 1.16 4.39
H -0.51 2.46 5.50
H 0.16 -0.84 5.51
H -0.26 0.18 6.86
H 1.37 -0.38 6.73
C -4.29 -1.75 2.22
C -3.67 -1.38 1.09
C -3.23 -2.34 0.04
O -2.65 -1.96 -0.97
C -3.39 -3.73 0.34
C -4.01 -4.14 1.46
C -4.49 -3.16 2.52
O -5.06 -3.53 3.52
O -4.26 -5.40 1.77
O -3.49 -0.12 0.67
H -4.67 -1.03 2.93
H -2.85 -4.51 -0.19
H -4.64 -5.38 2.67
H -3.94 0.48 1.33
C 6.18 5.36 -0.73
C 7.32 4.75 -1.09
C 7.37 3.26 -1.34
O 8.36 2.71 -1.78
C 6.15 2.56 -1.08
C 5.01 3.16 -0.73
C 4.90 4.67 -0.65
O 3.84 5.21 -0.45
O 3.93 2.53 -0.28
O 8.44 5.44 -1.31
H 6.15 6.43 -0.59
H 6.17 1.48 -1.04
H 3.27 3.16 0.04
H 9.14 4.76 -1.35
```

Computed properties:
- Largest force on an atom: 8.16 eV/A
- Electronic energy: -223422.2710 eV
- Gap between HOMO and LUMO: 0.237 Ha
- LUMO: -2.945 eV

---

Record 5
Computed, not measured: 3 unconnected molecules or ions with the total composition C28H46ClF3N3O8P2, with ωB97M-V/def2-TZVPD.

The geometry in XYZ format:
```
91
C28H46ClF3N3O8P2, DFT ωB97M-V/def2-TZVPD
O 1.26 1.59 9.39
C 1.67 1.97 8.15
O 3.06 2.44 8.04
C 4.02 1.33 7.91
C 3.95 0.53 6.48
C 4.23 -1.08 6.65
F 5.00 -1.61 7.82
C 3.73 -2.00 5.59
F 4.46 -3.27 5.34
F 2.55 -1.67 4.73
C 0.60 1.81 6.92
C 0.25 3.08 5.94
P 0.94 4.85 6.08
O 2.67 4.90 6.29
Cl 0.12 5.66 7.92
C -0.83 2.81 4.69
N -1.50 1.48 4.44
C -1.20 0.31 5.36
C -0.16 0.37 6.65
P 0.04 -1.22 7.67
O -1.14 -1.33 8.77
O 1.56 -1.38 8.51
O -0.12 -2.69 6.69
H 5.10 1.82 7.96
H 3.96 0.63 8.86
H 2.94 0.66 5.89
H 4.79 0.99 5.78
H 2.90 5.29 7.20
H -1.09 3.70 3.98
H -2.19 1.43 3.64
H -1.79 -0.70 5.12
H 1.32 -1.72 9.44
H 0.19 -3.41 7.34
C -1.32 -1.25 -0.57
C -2.53 -0.31 -0.37
C -3.26 -0.08 -1.73
C -2.54 0.89 -2.67
C -2.20 2.19 -1.95
C -1.41 1.97 -0.64
N -2.06 0.97 0.26
O -3.18 1.59 0.85
C 0.04 1.52 -0.98
C -1.19 3.35 0.05
C -3.50 -1.13 0.54
H -0.55 -1.08 0.19
H -1.60 -2.31 -0.49
H -0.86 -1.16 -1.56
H -4.27 0.32 -1.54
H -3.41 -1.03 -2.24
H -1.64 0.42 -3.07
H -3.19 1.10 -3.53
H -1.63 2.83 -2.64
H -3.13 2.73 -1.74
H 0.60 1.27 -0.07
H 0.59 2.31 -1.50
H 0.09 0.66 -1.65
H -2.14 3.87 0.26
H -0.61 4.03 -0.58
H -0.65 3.24 1.00
H -3.05 -1.31 1.53
H -3.73 -2.10 0.10
H -4.47 -0.63 0.69
C -0.08 -1.12 -8.87
C 0.29 -0.54 -7.47
C 1.77 -0.87 -7.13
C 2.01 -2.32 -6.70
C 1.04 -2.72 -5.59
C -0.44 -2.46 -5.96
N -0.67 -1.06 -6.45
O -0.63 -0.21 -5.34
C -0.89 -3.49 -7.03
C -1.33 -2.81 -4.72
C 0.19 1.01 -7.67
H -1.15 -1.32 -8.95
H 0.16 -0.42 -9.68
H 0.47 -2.04 -9.10
H 2.12 -0.22 -6.32
H 2.42 -0.65 -7.99
H 1.91 -2.99 -7.56
H 3.04 -2.43 -6.35
H 1.20 -3.78 -5.35
H 1.31 -2.17 -4.68
H -1.92 -3.28 -7.36
H -0.89 -4.51 -6.61
H -0.25 -3.53 -7.90
H -1.05 -2.24 -3.82
H -1.23 -3.87 -4.45
H -2.39 -2.63 -4.93
H -0.83 1.31 -7.90
H 0.83 1.34 -8.50
H 0.53 1.57 -6.79
```

Computed properties:
- Largest force on an atom: 9.37 eV/A
- ΔE to the lowest compared entry with this formula, charge and spin: 1195.1 kJ/mol
- Electronic energy: -89861.9019 eV
- 2S+1: 3
- Gap between HOMO and LUMO (spin up / spin down): 0.171 / 0.193 Ha
- Total charge: +1
- LUMO (spin up / spin down): -5.983 / -5.983 eV